148
Properties=species:S:1:pos:R:3 method="wB97M-V/def2-TZVPD" homo_lumo_gap_ev=9.40 e_lumo_ha=-0.095 homo_ha=-0.44065 charge=+1
C 5.23 -1.42 -0.88
C 5.82 -1.42 -2.28
O 4.92 -2.07 -3.18
C 4.79 -1.45 -4.43
C 3.74 -0.33 -4.39
O 2.65 -0.76 -3.56
N 1.36 -0.56 -4.07
C 0.43 -1.06 -2.98
C 0.84 -0.75 -1.54
C -0.15 0.11 -0.74
N -1.57 0.00 -0.94
O 0.29 0.87 0.10
C 1.20 -1.51 -5.26
S -0.47 -1.64 -5.93
C -1.11 -3.20 -5.26
C -2.63 -3.08 -5.05
C 1.01 0.83 -4.57
C 1.52 2.10 -3.87
C 2.06 2.04 -2.45
I 2.95 3.15 -5.13
H 5.56 -2.30 -0.34
H 5.52 -0.52 -0.35
H 4.15 -1.41 -0.97
H 6.77 -1.95 -2.31
H 6.01 -0.40 -2.60
H 4.50 -2.19 -5.17
H 5.72 -1.00 -4.76
H 3.46 -0.07 -5.40
H 4.17 0.57 -3.94
H 0.39 -2.14 -3.10
H -0.55 -0.67 -3.18
H 0.89 -1.69 -0.99
H 1.81 -0.28 -1.42
H -1.89 -0.96 -0.89
H -1.80 0.40 -1.84
H 1.55 -2.49 -4.95
H 1.83 -1.16 -6.06
H -0.63 -3.48 -4.34
H -0.91 -3.99 -5.97
H -2.89 -2.04 -4.86
H -3.17 -3.37 -5.94
H -2.95 -3.65 -4.19
H -0.08 0.85 -4.57
H 1.29 0.87 -5.61
H 0.69 2.79 -3.87
H 2.85 1.32 -2.31
H 1.24 1.88 -1.75
H 2.47 3.01 -2.20
C -1.20 3.57 -1.25
C -1.96 4.76 -0.67
C -3.01 4.34 0.36
C -4.11 3.43 -0.18
C -4.91 4.02 -1.34
C -5.66 5.30 -0.99
H -1.88 2.90 -1.80
H -0.44 3.92 -1.96
H -0.71 2.98 -0.48
H -2.42 5.34 -1.47
H -1.24 5.43 -0.18
H -3.44 5.23 0.81
H -2.50 3.81 1.18
H -4.80 3.21 0.65
H -3.69 2.47 -0.48
H -5.64 3.27 -1.67
H -4.26 4.20 -2.19
H -6.35 5.13 -0.16
H -6.24 5.66 -1.84
H -4.97 6.10 -0.70
C 9.67 -4.01 4.33
C 9.55 -2.50 4.10
C 8.31 -2.11 3.29
C 8.26 -2.69 1.88
C 9.45 -2.34 0.99
C 9.60 -0.84 0.73
H 9.77 -4.56 3.40
H 10.54 -4.24 4.94
H 8.79 -4.39 4.86
H 10.46 -2.14 3.60
H 9.51 -2.00 5.06
H 8.26 -1.02 3.25
H 7.42 -2.43 3.84
H 7.34 -2.33 1.40
H 8.16 -3.78 1.94
H 9.32 -2.85 0.03
H 10.37 -2.73 1.42
H 8.69 -0.43 0.27
H 10.43 -0.64 0.06
H 9.78 -0.29 1.66
C 3.35 -6.51 8.03
C 4.17 -5.55 8.89
C 4.62 -4.29 8.14
C 5.52 -4.54 6.94
C 6.81 -5.31 7.25
C 7.73 -4.58 8.22
H 3.92 -6.88 7.18
H 3.03 -7.37 8.62
H 2.46 -6.01 7.65
H 5.05 -6.07 9.29
H 3.58 -5.24 9.75
H 5.12 -3.62 8.84
H 3.73 -3.75 7.80
H 5.78 -3.58 6.49
H 4.96 -5.09 6.17
H 7.34 -5.48 6.31
H 6.57 -6.30 7.64
H 8.01 -3.60 7.83
H 8.65 -5.15 8.38
H 7.26 -4.44 9.19
C -5.01 -0.62 1.05
C -4.25 -1.86 1.51
C -4.44 -3.06 0.59
C -5.88 -3.57 0.48
C -6.52 -3.96 1.81
C -5.80 -5.11 2.52
H -6.09 -0.78 1.05
H -4.81 0.22 1.72
H -4.71 -0.32 0.05
H -4.54 -2.11 2.53
H -3.18 -1.62 1.55
H -3.79 -3.88 0.93
H -4.09 -2.80 -0.42
H -5.90 -4.43 -0.19
H -6.50 -2.81 0.00
H -7.56 -4.26 1.62
H -6.57 -3.09 2.47
H -5.77 -5.99 1.89
H -6.32 -5.37 3.44
H -4.78 -4.84 2.78
C -10.94 10.10 -2.62
C -11.16 8.71 -3.19
C -10.51 7.60 -2.37
C -8.99 7.69 -2.27
C -8.24 7.69 -3.60
C -8.46 6.42 -4.42
H -9.88 10.36 -2.60
H -11.45 10.86 -3.22
H -11.32 10.17 -1.60
H -10.80 8.67 -4.22
H -12.24 8.51 -3.24
H -10.79 6.63 -2.80
H -10.93 7.61 -1.36
H -8.63 6.84 -1.67
H -8.71 8.58 -1.71
H -7.18 7.81 -3.40
H -8.54 8.56 -4.20
H -8.14 5.54 -3.86
H -7.88 6.45 -5.35
H -9.50 6.28 -4.69


14
Properties=species:S:1:pos:R:3 method="wB97M-V/def2-TZVPD" homo_lumo_gap_ev="8.04 / 7.69" relative_energy_kcal_mol=80.9 e_lumo_ha="-0.017 / 0.008" homo_ha="-0.31277 / -0.27422"
C -0.45 -1.36 0.62
C -1.54 2.02 -0.04
C 0.31 -1.05 -0.72
P 1.24 0.53 -0.78
S 2.64 0.23 0.72
H 0.02 -2.34 1.06
H -0.46 -0.63 1.41
H -1.45 -1.51 0.27
H -1.15 2.34 0.97
H -1.84 1.04 -0.42
H -1.59 2.80 -0.87
H -0.39 -1.19 -1.51
H 0.96 -1.92 -0.82
H 3.69 1.04 0.12


18
Properties=species:S:1:pos:R:3 method="wB97M-V/def2-TZVPD" homo_lumo_gap_ev=8.57 relative_energy_kcal_mol=34.6 e_lumo_ha=-0.145 homo_ha=-0.45972 charge=+1
C -0.72 0.74 1.42
C -1.26 -0.32 1.22
C 0.28 1.44 0.81
C 0.59 0.72 -0.27
C -1.22 -1.55 0.48
C -0.71 -0.95 -0.80
C 0.82 2.74 1.21
N 0.26 -1.75 -1.61
Cl 1.80 0.72 -1.49
H -0.44 -2.07 0.93
H -2.12 -2.25 0.52
H -1.45 -0.45 -1.29
H 0.12 3.35 0.86
H 1.86 2.95 1.00
H 0.72 2.61 2.32
H 1.19 -1.22 -1.50
H -0.24 -2.03 -2.56
H 0.53 -2.70 -1.26


60
Properties=species:S:1:pos:R:3 method="wB97M-V/def2-TZVPD" homo_lumo_gap_ev="4.79 / 4.79" relative_energy_kcal_mol=14.5 e_lumo_ha="-0.223 / -0.223" homo_ha="-0.39886 / -0.39888" charge=+1
Pd 0.68 0.17 0.78
C -2.00 -1.31 1.06
N -1.27 -0.32 1.90
C -1.04 -0.90 3.24
C -2.00 0.92 1.89
C -2.95 1.25 2.84
C -3.70 2.40 2.66
C -3.46 3.24 1.57
C -2.50 2.93 0.64
C -1.76 1.74 0.78
N -0.67 1.37 0.01
C -0.43 1.75 -1.31
C -1.42 2.22 -2.18
C -1.10 2.61 -3.46
C 0.20 2.53 -3.92
C 1.19 2.02 -3.08
C 0.88 1.59 -1.80
N 1.89 0.98 -0.95
C 2.87 2.00 -0.48
C 2.63 -0.10 -1.63
H -2.98 -1.47 1.50
H -2.11 -0.92 0.05
H -1.45 -2.24 1.04
H -1.96 -1.31 3.64
H -0.30 -1.69 3.14
H -0.65 -0.13 3.90
H -3.13 0.61 3.69
H -4.46 2.66 3.39
H -4.01 4.17 1.49
H -2.26 3.63 -0.15
H -2.45 2.25 -1.84
H -1.88 2.97 -4.12
H 0.46 2.82 -4.92
H 2.20 1.92 -3.45
H 3.47 2.35 -1.32
H 2.34 2.83 -0.03
H 3.51 1.54 0.27
H 3.30 0.32 -2.39
H 3.24 -0.62 -0.90
H 1.94 -0.79 -2.10
C -1.05 -2.32 -2.10
C 0.06 -2.67 -1.17
N 0.62 -1.89 -0.26
C 1.63 -2.63 0.32
C 1.67 -3.87 -0.24
N 0.68 -3.87 -1.17
C 2.50 -5.11 -0.09
O 3.45 -5.10 0.81
O 2.24 -6.05 -0.80
C 2.52 -2.01 1.34
O 3.40 -2.65 1.88
O 2.30 -0.74 1.55
H -1.08 -1.24 -2.25
H -2.01 -2.64 -1.71
H -0.90 -2.80 -3.06
H 0.48 -4.68 -1.75
H 3.52 -4.22 1.28
Se 1.43 1.64 2.53
C 0.21 3.01 2.69
N -0.55 3.86 2.79


64
Properties=species:S:1:pos:R:3 method="wB97M-V/def2-TZVPD" homo_lumo_gap_ev=6.56 relative_energy_kcal_mol=0.0 e_lumo_ha=-0.010 homo_ha=-0.25082
C -1.43 1.21 2.51
C -1.47 1.89 1.25
C -2.04 1.01 0.29
H -1.18 2.93 1.07
C -2.36 -0.22 0.95
C -2.02 -0.08 2.32
H -2.88 -1.06 0.50
C 2.61 0.97 1.32
C 1.72 2.07 1.20
C 1.25 2.10 -0.15
H 1.48 2.79 1.98
C 1.81 0.99 -0.85
C 2.66 0.29 0.07
H -2.33 1.27 -0.73
H -2.22 -0.81 3.10
H -1.07 1.63 3.45
H 3.28 -0.57 -0.18
H 0.64 2.88 -0.60
H 3.20 0.71 2.20
Y 0.23 0.02 0.99
C 1.52 0.59 -2.28
C 2.81 0.05 -2.91
C 0.98 1.77 -3.10
H 3.59 0.81 -2.85
H 2.62 -0.20 -3.95
H 3.15 -0.86 -2.40
H 1.70 2.61 -3.08
H 0.01 2.13 -2.72
H 0.85 1.44 -4.13
C 0.40 -0.50 -2.22
C 0.05 -1.13 -3.58
H -0.52 -0.03 -1.81
H 0.69 -1.33 -1.55
O 0.78 -1.09 -4.57
N -1.15 -1.78 -3.66
C -2.22 -1.87 -2.67
H -1.29 -2.27 -4.54
C -3.18 -0.69 -2.71
C -4.29 -0.70 -1.86
H -4.45 -1.57 -1.22
C -5.16 0.39 -1.84
H -6.00 0.39 -1.14
C -4.96 1.47 -2.71
H -5.65 2.31 -2.71
C -3.87 1.46 -3.58
H -3.70 2.29 -4.28
C -2.98 0.38 -3.59
H -2.15 0.35 -4.30
H -1.78 -1.97 -1.66
H -2.77 -2.79 -2.87
C 0.90 -1.15 3.10
C 2.01 -1.32 4.04
C 3.33 -1.57 3.61
C 4.38 -1.62 4.53
C 4.12 -1.50 5.91
C 2.80 -1.30 6.35
C 1.76 -1.20 5.44
H 0.57 -2.10 2.62
H 0.06 -0.63 3.59
H 3.53 -1.68 2.54
H 5.40 -1.77 4.19
H 4.93 -1.57 6.63
H 2.59 -1.21 7.42
H 0.74 -1.03 5.78


| no. | calculated total energy (hartree) |
| --- | --- |
| 1 | -2727.93461 |
| 2 | -859.10676 |
| 3 | -786.55411 |
| 4 | -4050.04448 |
| 5 | -1292.60034 |